Version i
Formula: C6H14O
Source: OMol25
Level of theory: wB97M-V/def2-TZVPD

The geometry in XYZ format:
```
21
Properties=species:S:1:pos:R:3
C -1.778 -0.622 -1.133
C -1.650 -0.660 0.361
C -2.466 0.411 1.022
C 0.389 0.364 0.526
C 1.573 -0.267 -0.175
C 2.754 0.689 -0.309
O 1.929 -1.397 0.606
H -2.724 -1.151 -1.323
H -0.999 -1.198 -1.643
H -1.866 0.375 -1.603
H -0.360 -0.568 0.715
H -3.477 -0.023 1.043
H -2.546 1.379 0.495
H -2.187 0.588 2.065
H 0.627 0.649 1.556
H -0.032 1.210 -0.016
H 1.258 -0.585 -1.184
H 3.095 0.998 0.684
H 2.494 1.580 -0.890
H 3.588 0.190 -0.818
H 2.672 -1.833 0.173
```

Properties
Kohn-Sham gap = 0.3104 hartree
2S+1 = 1
LUMO level = 0.9234 eV

Atom charges from the natural (NBO) analysis, given in e for atoms 1 to 5: C -0.72; C -0.03; C -0.72; C -0.51; C 0.08

=====

Version ii
Formula: C6H14O
Source: OMol25
Level of theory: wB97M-V/def2-TZVPD

The geometry in XYZ format:
```
21
Properties=species:S:1:pos:R:3
C 2.186 1.231 0.370
C 0.992 0.793 1.212
C 0.370 -0.530 0.748
C -0.887 -0.376 -0.125
C -1.425 -1.770 -0.482
C -0.614 0.406 -1.415
O -1.840 0.317 0.669
H 1.912 1.374 -0.671
H 2.974 0.482 0.415
H 2.588 2.169 0.749
H 1.329 0.680 2.244
H 0.223 1.565 1.209
H 1.109 -1.117 0.201
H 0.066 -1.104 1.625
H -1.666 -2.319 0.425
H -0.684 -2.330 -1.046
H -2.328 -1.687 -1.085
H -0.350 1.434 -1.182
H -1.504 0.416 -2.043
H 0.196 -0.054 -1.974
H -2.649 0.417 0.156
```

Properties
SMILES = CCCC(C)(C)O
Kohn-Sham gap = 0.4069 hartree
2S+1 = 1
LUMO level = 0.9374 eV

Atom charges from the natural (NBO) analysis, given in e for atoms 1 to 5: C -0.60; C -0.41; C -0.41; C 0.26; C -0.63

=====

Which is the most stable structure? version ii is the most stable.

=====

Version i
Formula: C6H14O
Source: OMol25
Level of theory: wB97M-V/def2-TZVPD

The geometry in XYZ format:
```
21
Properties=species:S:1:pos:R:3
C -1.731 -0.542 -1.202
C -1.117 -0.333 0.184
C -2.138 0.290 1.136
C 0.154 0.529 0.131
C 1.426 -0.229 -0.233
C 2.652 0.675 -0.155
O 1.541 -1.301 0.696
H -2.633 -1.163 -1.141
H -1.035 -1.036 -1.891
H -2.022 0.419 -1.648
H -0.827 -1.311 0.588
H -3.043 -0.324 1.207
H -2.438 1.289 0.793
H -1.718 0.393 2.143
H 0.323 0.986 1.115
H 0.018 1.354 -0.584
H 1.334 -0.632 -1.257
H 2.763 1.049 0.869
H 2.564 1.531 -0.832
H 3.566 0.130 -0.420
H 2.360 -1.774 0.502
```

Properties
SMILES = CC(C)C[C@@H](C)O
Kohn-Sham gap = 0.4116 hartree
2S+1 = 1
LUMO level = 0.9800 eV

Atom charges from the natural (NBO) analysis, given in e for atoms 1 to 5: C -0.60; C -0.23; C -0.60; C -0.41; C 0.10

=====

Version ii
Formula: C6H14O
Source: OMol25
Level of theory: wB97M-V/def2-TZVPD

The geometry in XYZ format:
```
21
Properties=species:S:1:pos:R:3
C -1.963 0.660 -1.180
C -0.741 1.017 -0.804
C 0.463 0.119 -0.914
C 1.521 0.324 0.177
C 2.773 -0.500 -0.090
O 3.720 -0.204 0.918
H -2.171 -0.357 -1.512
H -2.840 1.271 -0.975
H -0.596 1.986 -0.322
H 0.926 0.302 -1.894
H 0.128 -0.929 -0.922
H 1.819 1.379 0.227
H 1.130 0.060 1.170
H 2.515 -1.573 -0.096
H 3.167 -0.255 -1.091
H 4.514 -0.727 0.754
C -2.882 -0.522 1.326
H -3.747 -0.713 0.682
H -3.143 0.143 2.153
H -2.448 -1.457 1.683
H -2.147 -0.026 0.710
```

Properties
SMILES = C=CCCCO.C
Kohn-Sham gap = 0.3790 hartree
2S+1 = 1
LUMO level = 0.9458 eV

Atom charges from the natural (NBO) analysis, given in e for atoms 1 to 5: C -0.40; C -0.17; C -0.45; C -0.41; C -0.05

=====

Version iii
Formula: C6H14O
Source: OMol25
Level of theory: wB97M-V/def2-TZVPD

The geometry in XYZ format:
```
21
Properties=species:S:1:pos:R:3
C -0.326 -1.241 0.166
C 0.411 -0.019 -0.458
C 0.910 -0.247 -1.854
C 0.665 1.068 0.286
C 0.274 1.124 1.746
C 1.708 2.064 -0.160
H -1.157 -1.616 -0.447
H 0.388 -2.092 0.235
H -0.765 -1.030 1.178
H 0.221 -0.579 -2.610
H 1.681 -1.006 -1.829
H 1.389 0.636 -2.215
H -0.602 0.519 1.859
H 1.118 0.769 2.330
H 0.067 2.172 2.115
H 2.555 1.468 -0.608
H 1.262 2.803 -0.920
H 2.056 2.609 0.734
O -3.654 -2.274 0.377
H -3.872 -3.203 0.290
H -4.329 -1.925 -0.217
```

Properties
SMILES = CC(C)=C(C)C.O
Kohn-Sham gap = 0.3343 hartree
2S+1 = 1
LUMO level = 0.8324 eV

Atom charges from the natural (NBO) analysis, given in e for atoms 1 to 5: C -0.64; C 0.01; C -0.65; C 0.00; C -0.63

=====

Which is the most stable structure? version i is the most stable.

=====

Version i
Formula: C6H14O
Source: OMol25
Level of theory: wB97M-V/def2-TZVPD

The geometry in XYZ format:
```
21
Properties=species:S:1:pos:R:3
C 0.770 0.725 -0.681
C -0.526 0.852 -0.254
C -1.500 1.733 -0.930
C -0.676 2.787 -1.727
C -1.048 -0.216 0.711
C 0.041 -1.027 1.308
H 1.306 1.547 -1.024
H 1.314 -0.210 -0.512
H -2.350 1.258 -1.502
H -2.237 2.331 -0.328
H -0.184 3.489 -1.057
H 0.117 2.218 -2.227
H -1.339 3.345 -2.271
H -1.604 0.392 1.422
H -1.805 -0.669 0.167
H -0.412 -1.711 2.080
H 0.597 -1.748 0.571
H 0.863 -0.409 1.692
O 3.219 -5.095 1.465
H 2.492 -5.115 0.903
H 2.961 -4.475 2.196
```

Properties
SMILES = C=C(CC)CC.O
Kohn-Sham gap = 0.3507 hartree
2S+1 = 1
LUMO level = 0.6809 eV

Atom charges from the natural (NBO) analysis, given in e for atoms 1 to 5: C -0.45; C 0.06; C -0.46; C -0.60; C -0.46

=====

Version ii
Formula: C6H14O
Source: OMol25
Level of theory: wB97M-V/def2-TZVPD

The geometry in XYZ format:
```
21
Properties=species:S:1:pos:R:3
C 1.383 1.168 -2.182
C 1.488 1.803 -0.796
C 1.214 0.795 0.327
C -0.288 0.557 0.575
C -0.633 -0.912 0.758
O -1.971 -1.013 1.182
C -2.398 -2.343 1.301
H 1.474 1.911 -2.981
H 0.424 0.653 -2.316
H 2.173 0.423 -2.329
H 2.486 2.242 -0.677
H 0.780 2.637 -0.709
H 1.707 -0.153 0.063
H 1.690 1.125 1.258
H -0.884 0.947 -0.260
H -0.623 1.097 1.468
H -0.489 -1.452 -0.196
H 0.038 -1.381 1.500
H -2.428 -2.850 0.323
H -3.405 -2.329 1.724
H -1.740 -2.924 1.968
```

Properties
SMILES = CCCCCOC
Kohn-Sham gap = 0.4023 hartree
2S+1 = 1
LUMO level = 1.1231 eV

Atom charges from the natural (NBO) analysis, given in e for atoms 1 to 5: C -0.61; C -0.39; C -0.40; C -0.42; C -0.05

=====

Which is the most stable structure? version ii is the most stable.